1.
The following is a quantum chemistry calculation of a 10-piece molecular cluster, C55H48F9NO2 overall in a non-equilibrium geometry, from the OMol25 dataset.

Values from the calculation:
HOMO energy, eV: -9.04
Frontier orbital gap, eV: 9.48
SMILES: C[N+](=O)[O-].Fc1ccccc1.Fc1ccccc1.Fc1ccccc1.Fc1ccccc1.Fc1ccccc1.Fc1ccccc1.Fc1ccccc1.Fc1ccccc1.Fc1ccccc1
Electronic energy, a.u.: -3228.50924

```
115
Properties=species:S:1:pos:R:3:forces:R:3
C -0.024793 -0.450306 0.425962 -1.001 0.671 -0.446
N -0.979349 0.304045 -0.476950 0.716 0.605 -0.414
O -1.175271 1.483611 -0.235294 -0.081 -0.425 0.181
O -1.385901 -0.252558 -1.475815 -0.264 -0.380 0.236
H 0.728983 -0.852889 -0.240810 0.135 -0.029 0.167
H -0.603833 -1.227716 0.913930 0.088 -0.051 0.047
H 0.306915 0.316027 1.114543 0.328 -0.299 0.157
F 2.573409 -1.892988 0.911174 0.085 0.196 0.097
C 3.389103 -2.922622 1.230382 0.249 -0.367 -0.220
C 2.831391 -4.164091 1.419752 0.086 0.051 -0.046
C 3.682772 -5.228333 1.681181 -0.873 -0.871 -0.372
C 5.043291 -5.085351 1.730686 1.403 1.061 -0.183
C 5.601950 -3.826346 1.475476 -0.957 0.047 0.371
C 4.758089 -2.736502 1.250051 0.603 0.144 0.029
H 1.767857 -4.310235 1.300013 0.031 0.021 0.080
H 3.234317 -6.216940 1.699133 0.065 0.032 0.378
H 5.766624 -5.862209 1.939770 -0.458 -0.427 -0.052
H 6.674014 -3.694151 1.488970 0.018 0.073 -0.012
H 5.186007 -1.753331 1.096843 -0.126 0.019 -0.074
F -0.888394 -4.646827 2.770698 0.453 -0.213 0.488
C -0.499725 -5.464121 1.780260 -0.391 -0.538 -1.630
C -0.599291 -4.956757 0.490247 -0.150 0.471 -0.047
C -0.399267 -5.757150 -0.626806 0.071 -0.475 0.858
C -0.044176 -7.095468 -0.422576 -0.030 0.403 -0.614
C 0.064125 -7.592927 0.860215 0.285 -0.500 0.300
C -0.155349 -6.800896 1.963715 -0.378 1.574 1.225
H -0.845418 -3.907915 0.368111 -0.160 -0.040 0.020
H -0.586173 -5.339193 -1.604788 0.288 -0.065 -0.127
H 0.174715 -7.730246 -1.270727 -0.161 -0.070 0.006
H 0.310773 -8.627623 1.065379 0.084 -0.025 -0.333
H -0.083608 -7.116071 2.998222 0.012 -0.473 -0.160
F -3.593745 4.559763 -0.070036 0.120 -0.400 -0.083
C -2.551397 5.402811 -0.122592 0.486 1.179 -0.454
C -1.244095 4.996846 0.039027 -0.130 -0.374 -0.315
C -0.243001 5.966628 0.023096 -0.327 0.118 1.181
C -0.561141 7.324811 0.046317 -0.187 -0.513 -0.986
C -1.892494 7.718851 -0.177966 1.179 -0.115 0.269
C -2.852672 6.749464 -0.352758 -0.913 -0.770 0.909
H -0.976552 3.953531 0.150417 -0.180 -0.032 0.046
H 0.748436 5.594424 0.250060 0.213 0.328 -0.328
H 0.232137 8.057425 0.085593 -0.044 0.087 0.243
H -2.105749 8.777241 -0.130318 -0.321 -0.018 -0.323
H -3.915823 6.935591 -0.457221 0.098 0.434 -0.147
F 1.464509 -2.129454 -2.662751 -0.301 -0.152 0.321
C 1.535102 -0.837472 -3.032464 0.606 0.282 0.410
C 2.580329 -0.068668 -2.522537 -0.423 0.182 -0.300
C 2.742052 1.218002 -3.016252 -0.250 -0.126 -0.167
C 1.907683 1.697971 -4.026811 0.302 -0.018 0.678
C 0.789333 0.961884 -4.382499 -0.298 0.269 0.362
C 0.559747 -0.302095 -3.835937 -0.044 0.390 -0.509
H 3.184978 -0.419048 -1.703317 0.120 -0.340 -0.137
H 3.469547 1.878381 -2.567972 0.214 -0.065 -0.121
H 2.109808 2.692162 -4.401226 -0.291 0.001 -0.174
H 0.018481 1.451119 -4.965055 0.047 -0.237 -0.264
H -0.378102 -0.816403 -3.993727 0.154 -0.247 -0.233
F -2.695312 0.204773 2.055092 -0.441 -0.038 -0.290
C -2.621013 1.213480 2.936505 0.568 1.003 0.823
C -2.072759 0.936499 4.179057 0.294 -0.337 -0.368
C -1.854645 1.968308 5.072847 -0.117 -0.487 0.434
C -2.207109 3.266887 4.770872 0.326 -0.150 0.425
C -2.721900 3.551333 3.525887 -0.827 -0.249 -0.174
C -2.980703 2.518243 2.614838 0.045 -0.076 -0.220
H -1.770765 -0.081675 4.391933 -0.041 0.028 0.101
H -1.445675 1.756576 6.054165 0.041 -0.127 -0.074
H -2.084144 3.981732 5.574620 0.003 0.392 -0.383
H -3.042991 4.561756 3.308077 0.062 -0.025 -0.236
H -3.472065 2.729225 1.674672 0.178 0.005 -0.114
F -3.513443 -5.472077 -5.811587 -0.004 -0.376 -0.346
C -3.330687 -4.276845 -5.242711 -0.452 0.884 0.213
C -2.646850 -4.222139 -4.047403 0.594 -0.778 0.054
C -2.473398 -3.027152 -3.389890 -0.313 0.723 -0.052
C -3.059480 -1.874305 -3.907059 0.046 -0.091 -0.473
C -3.771702 -1.939578 -5.105665 0.398 -0.343 -0.417
C -3.898549 -3.143037 -5.811982 -0.194 -0.314 1.028
H -2.219700 -5.138852 -3.656665 -0.053 -0.005 -0.023
H -1.893109 -2.954940 -2.479571 -0.023 -0.125 0.051
H -2.924389 -0.930024 -3.401395 -0.096 -0.021 0.121
H -4.169175 -1.055578 -5.582148 -0.180 0.146 0.277
H -4.576544 -3.256105 -6.645686 0.284 0.161 -0.296
F -4.351232 1.138781 -6.454715 0.057 -0.223 0.066
C -3.926950 2.009755 -5.522174 0.290 0.815 0.578
C -4.401753 3.303988 -5.563156 -0.563 -0.123 0.049
C -3.968168 4.245307 -4.634291 0.196 0.463 -0.482
C -2.982367 3.926392 -3.716612 0.279 -0.826 0.351
C -2.525052 2.616736 -3.686944 0.266 0.024 0.121
C -2.997097 1.659982 -4.556876 0.247 -0.713 -0.876
H -5.159389 3.550018 -6.297065 0.086 0.103 -0.022
H -4.356621 5.248925 -4.756284 0.034 0.042 0.292
H -2.477805 4.542627 -2.983280 -0.556 0.727 -0.248
H -1.734132 2.348204 -2.996192 -0.109 -0.067 0.068
H -2.533665 0.682672 -4.591883 -0.174 -0.060 0.099
F 0.819473 -1.211990 3.194207 -0.144 0.327 -0.225
C 1.104019 -0.958826 4.479983 0.754 -0.857 1.400
C 2.182142 -0.153881 4.833765 -0.086 -0.388 -0.419
C 2.530636 -0.006413 6.173546 -0.476 1.054 -0.513
C 1.811346 -0.632039 7.168777 0.046 -0.346 0.226
C 0.815649 -1.524665 6.806619 -0.097 -0.327 -0.523
C 0.452614 -1.699483 5.470520 -0.150 0.592 0.077
H 2.815919 0.294234 4.079017 -0.242 0.118 -0.050
H 3.265601 0.765115 6.369004 0.255 -0.346 0.330
H 2.023371 -0.477431 8.218170 0.173 0.020 -0.044
H 0.353936 -2.170661 7.541890 -0.189 0.258 0.115
H -0.377849 -2.353618 5.240855 0.155 -0.135 -0.276
F 3.384507 4.762737 1.860202 -0.140 0.321 0.314
C 3.631506 3.513824 1.447709 0.399 -0.405 -0.371
C 4.452261 3.371805 0.330936 0.021 0.549 0.475
C 4.742946 2.113998 -0.141250 -0.839 -0.506 -0.069
C 4.076535 1.021739 0.423888 0.261 0.097 0.165
C 3.255033 1.175878 1.535473 0.324 0.295 -0.174
C 3.077937 2.440041 2.114967 -0.260 -0.295 -0.612
H 4.844647 4.275273 -0.117593 0.082 -0.053 -0.033
H 5.355550 1.973159 -1.020790 0.153 0.051 0.062
H 4.205008 0.042647 -0.012079 0.045 -0.066 0.109
H 2.748483 0.300761 1.918229 0.003 0.058 0.144
H 2.437909 2.592219 2.972611 0.001 0.038 0.050
```
Forces are in eV/Å.

---

2.
The following is a quantum chemistry calculation of C55H48FeN3O2P2Si as an isolated structure, from the OMol25 dataset.

Values from the calculation:
HOMO energy (spin up / spin down), eV: -1.38 / -1.33
Multiplicity: 2
Frontier orbital gap (spin up / spin down), eV: 5.83 / 5.78
Total charge: -2
Electronic energy, a.u.: -4675.28316

```
112
Properties=species:S:1:pos:R:3:forces:R:3
Fe 0.162690 -0.099534 -1.081745 -0.345 -0.194 -0.083
C -1.706387 -3.389555 -2.699280 0.031 0.026 0.073
C -1.741438 -1.905988 -2.335737 -0.081 0.081 -0.038
O -0.454663 -1.392402 -2.349042 0.056 -0.075 -0.279
C -3.024120 -0.189642 -1.956384 -0.053 -0.057 0.141
C -2.329372 1.131704 -2.114539 -0.186 -0.146 -0.289
C -3.094348 2.186943 -2.872538 -0.023 -0.024 0.044
N -1.082886 1.245787 -1.901218 -0.062 0.372 0.170
N -0.428475 2.338742 -2.480855 -0.030 -0.122 0.070
C 0.815615 1.970906 -2.700788 0.075 0.316 -0.107
O 1.355463 0.868982 -2.372887 -0.036 -0.077 -0.141
C 1.673239 2.962682 -3.431296 -0.173 -0.086 0.019
C 1.334648 4.307937 -3.491537 -0.017 0.133 -0.016
C 2.167542 5.210189 -4.139416 -0.078 -0.028 0.038
C 3.338939 4.772861 -4.743642 0.005 0.003 0.031
C 3.673704 3.427174 -4.692449 -0.060 -0.128 0.010
C 2.844675 2.527531 -4.033300 0.141 -0.026 -0.143
H -0.793347 -3.831657 -2.301652 -0.026 0.002 0.015
H -2.561671 -3.945740 -2.313875 -0.018 0.017 -0.045
H -1.690535 -3.487542 -3.790279 0.034 -0.001 0.024
H -4.096928 -0.011565 -1.852063 0.013 0.055 0.062
H -4.114144 1.856070 -3.074849 0.038 0.003 0.009
H -3.122776 3.117305 -2.299797 0.021 -0.013 -0.003
H -2.584010 2.418378 -3.807037 0.008 0.002 -0.041
H 0.424306 4.629740 -3.002630 0.020 0.011 -0.016
H 1.907803 6.261909 -4.165653 -0.013 0.012 0.016
H 3.993038 5.479297 -5.241496 0.000 0.008 -0.014
H 4.587353 3.078056 -5.159413 0.008 -0.011 0.008
H 3.095590 1.476568 -3.956060 0.017 0.029 -0.001
C 2.589482 -2.342225 -2.076693 0.118 -0.180 0.087
Si 1.613750 -1.759050 -0.556158 0.076 0.296 -0.281
C 0.541128 -3.245526 -0.033448 0.237 -0.042 0.279
C 0.950875 -4.573112 -0.047872 -0.025 -0.051 -0.073
C 0.077242 -5.606466 0.295105 0.119 0.066 -0.069
C -1.222799 -5.304839 0.658199 -0.051 0.059 0.012
C -1.649464 -3.978448 0.681245 -0.033 0.024 0.100
C -0.779288 -2.952042 0.341082 0.099 0.057 0.211
P -1.137980 -1.140106 0.391655 -0.468 -0.377 0.110
C -2.467085 -0.722399 1.630097 0.067 0.063 -0.028
C -3.520383 0.129880 1.292630 0.031 0.062 -0.089
C -4.536211 0.431775 2.187856 0.013 -0.032 -0.028
C -4.538410 -0.129531 3.457610 -0.012 0.021 -0.045
C -3.494926 -0.965465 3.819924 0.130 -0.041 -0.051
C -2.466185 -1.243218 2.922112 -0.096 -0.075 0.070
C -2.531799 -1.394257 -1.061804 0.157 -0.080 0.100
C -3.768289 -2.204793 -0.745293 0.148 0.229 -0.069
C -4.728586 -2.612372 -1.587492 -0.081 -0.009 -0.170
C -4.795462 -2.395160 -3.040927 -0.146 -0.154 0.250
C -3.912680 -1.721613 -3.779687 0.285 0.194 -0.064
C -2.699248 -1.031084 -3.241590 -0.020 -0.042 0.062
C 2.974740 -1.123008 0.627190 0.020 -0.362 0.128
C 4.220031 -1.715126 0.847013 0.007 0.076 0.030
C 5.186259 -1.098668 1.638158 -0.089 -0.086 -0.093
C 4.917688 0.138791 2.204818 -0.008 0.037 0.000
C 3.689517 0.745763 1.983608 -0.060 0.094 -0.022
C 2.714954 0.113844 1.220458 -0.021 0.148 -0.024
P 1.027062 0.789137 0.801180 0.486 0.184 0.637
C 1.929645 2.504633 0.200242 0.149 -0.028 -0.078
C 3.054900 2.385491 -0.636099 -0.067 -0.039 0.157
C 3.804623 3.474596 -1.054496 0.011 -0.001 0.075
C 3.459460 4.759810 -0.652663 -0.014 -0.048 0.026
C 2.350751 4.921188 0.160723 -0.021 -0.061 0.017
C 1.605285 3.814248 0.573142 -0.002 -0.075 -0.056
C -0.046724 1.788055 1.958055 -0.119 -0.009 -0.202
C -1.184238 2.339313 1.356165 0.108 -0.017 -0.054
C -2.103054 3.091452 2.072544 0.039 0.020 0.037
C -1.909601 3.329118 3.426215 0.026 -0.040 -0.046
C -0.774269 2.814527 4.034880 -0.021 -0.001 -0.014
C 0.143550 2.062542 3.310588 0.131 0.039 0.044
H 3.443693 -2.986648 -1.818070 -0.118 0.080 -0.067
H 2.967848 -1.454494 -2.592747 0.004 -0.061 0.000
H 1.926168 -2.883497 -2.756286 0.022 0.078 0.015
H 1.971478 -4.810433 -0.338827 -0.043 -0.023 0.014
H 0.411622 -6.638696 0.279853 0.024 0.020 0.006
H -1.909068 -6.098249 0.934068 -0.013 0.013 0.005
H -2.654737 -3.757361 1.017026 0.061 -0.048 -0.023
H -3.536489 0.586889 0.312193 -0.041 -0.029 -0.032
H -5.331330 1.106645 1.889593 0.023 0.005 -0.010
H -5.339750 0.088232 4.155201 0.018 0.017 0.000
H -3.463284 -1.398062 4.814169 0.014 -0.009 -0.025
H -1.652992 -1.874476 3.245351 -0.063 0.016 0.007
H -3.939715 -2.448444 0.298013 0.007 0.039 -0.004
H -5.554847 -3.177012 -1.161308 -0.008 0.028 -0.024
H -5.644844 -2.841675 -3.551181 -0.002 -0.017 0.033
H -4.092102 -1.656492 -4.849469 0.025 -0.023 0.000
H -2.147668 -0.491605 -4.015612 -0.033 -0.051 -0.027
H 4.444233 -2.670796 0.381171 0.015 0.015 0.024
H 6.147939 -1.573455 1.802157 -0.014 -0.021 -0.007
H 5.668412 0.635263 2.810969 -0.026 0.002 -0.002
H 3.489585 1.726028 2.406084 0.011 0.013 -0.021
H 3.344610 1.400220 -0.981036 0.028 -0.008 0.027
H 4.652481 3.322095 -1.715079 -0.024 -0.005 0.040
H 4.039512 5.616973 -0.977663 -0.010 -0.012 -0.013
H 2.055860 5.913474 0.488438 -0.014 -0.008 -0.008
H 0.750689 4.004635 1.207647 -0.057 -0.023 0.062
H -1.345639 2.176418 0.297012 -0.003 -0.003 0.022
H -2.978628 3.487078 1.567957 0.019 -0.024 0.008
H -2.632546 3.900025 3.997595 0.009 0.007 -0.005
H -0.595866 2.993271 5.089959 0.006 -0.008 -0.015
H 1.014996 1.702745 3.835410 -0.013 0.014 -0.029
N 0.276923 -0.867848 1.721734 0.000 0.027 0.214
C 0.732292 -1.481488 2.863430 -0.100 0.120 -0.207
C 0.407392 -2.811988 3.276875 0.095 0.102 0.014
C 0.936018 -3.402397 4.414165 -0.025 0.017 -0.049
C 1.829542 -2.736773 5.245254 0.000 0.015 -0.005
C 2.158356 -1.432892 4.893017 -0.062 -0.005 -0.061
C 1.624875 -0.832116 3.766219 0.009 -0.026 0.012
H -0.278849 -3.401937 2.698433 -0.071 -0.095 -0.213
H 0.639937 -4.422053 4.648012 -0.004 0.027 -0.026
H 2.249751 -3.210864 6.125346 -0.021 0.011 -0.023
H 2.849095 -0.862588 5.508068 -0.006 0.012 -0.019
H 1.931283 0.173559 3.550045 0.009 -0.082 0.025
```
Forces are in eV/Å.